This record from the OMol25 dataset describes C6H9N as an isolated structure at a distorted geometry. The level of theory is ωB97M-V/def2-TZVPD.

```
16
Properties=species:S:1:pos:R:3:forces:R:3:lowdin_charge:R:1
C 1.30559 -1.40372 0.68302 -0.2825 -0.5925 0.0612 -0.11
N 0.88016 0.85444 -0.39755 0.0486 0.8156 -0.1592 0.05
C 0.34219 1.64138 0.45206 0.2385 0.2606 -0.1702 -0.15
C -1.03698 1.71060 -0.13033 -0.2224 0.0921 0.0760 -0.09
C -0.43785 0.56077 -1.00272 0.0269 0.0809 -0.3662 -0.33
C -0.91758 -0.80465 -0.61950 0.6003 0.0935 0.2132 -0.10
C -0.16899 -1.57812 0.17869 0.3300 0.0836 -0.0114 -0.11
H 1.38293 -1.84733 1.67382 0.0149 -0.5397 -0.0572 0.06
H 1.93088 -1.94405 -0.03528 -0.0459 -0.4011 0.2682 0.07
H 1.85238 -0.45238 0.76515 -1.0881 -0.4249 -0.1676 0.05
H 0.86079 2.09183 1.30041 -0.1588 0.1799 -0.1618 0.11
H -1.17266 2.63599 -0.69877 -0.1633 -0.1059 0.1239 0.10
H -1.90512 1.49910 0.49681 0.0417 -0.0014 -0.0979 0.10
H -0.40090 0.69439 -2.08616 -0.3308 0.1218 -0.0381 0.13
H -1.90083 -1.11109 -1.02207 0.6288 0.0447 0.4674 0.11
H -0.61400 -2.54717 0.44240 0.3622 0.2929 0.0197 0.09
```
Positions in Å, forces in eV/Å.

Properties
E_LUMO: 1.162 eV
Gap between HOMO and LUMO: 10.45 eV
Molar mass: 95.1 Da
Relative energy (zero: lowest compared OMol25 entry of this formula, charge and spin): 288.1 kJ/mol

This record from the OMol25 dataset describes a single C6H9N molecule at a distorted geometry. The level of theory is ωB97M-V/def2-TZVPD.

```
16
Properties=species:S:1:pos:R:3:forces:R:3:lowdin_charge:R:1
C -3.04092 -0.62626 -0.05310 2.2322 0.1700 0.6127 0.04
C 1.69574 -0.08773 1.07917 1.1616 0.3203 1.1816 0.03
C -0.74660 0.41718 0.55626 1.6147 -0.7540 -1.2013 -0.31
C 0.58527 -0.36601 0.46827 -2.1884 -0.8576 -2.4718 -0.34
C -0.58579 1.47575 -0.57161 -1.4101 -3.1446 -0.3684 -0.02
C 0.61550 -1.39996 -0.67489 -1.8564 1.1127 -0.0536 -0.06
N -1.91564 -0.38909 0.24995 -1.8761 0.2419 -0.4208 -0.05
H 2.64643 -0.50951 0.72370 -0.4756 0.1216 0.4947 0.08
H 1.67021 0.53902 1.95750 0.3856 0.3281 0.0316 0.07
H -0.92474 0.84716 1.51224 0.0696 0.4620 0.8244 0.13
H -0.67277 0.91077 -1.52535 -0.3793 0.7812 0.5092 0.10
H 0.30920 1.96006 -0.60532 2.7910 0.9748 0.4231 0.05
H -1.29322 2.20444 -0.40682 -2.0592 1.5259 -0.2959 0.05
H -0.27644 -2.02934 -0.52860 0.4527 -0.1970 0.0223 0.07
H 1.50103 -1.95060 -0.44093 0.5575 -0.6045 -0.9387 0.06
H 0.43276 -0.99588 -1.74047 0.9802 -0.4809 1.6509 0.11
```
Positions in Å, forces in eV/Å.

Properties
E_LUMO: 0.900 eV
Gap between HOMO and LUMO: 10.82 eV
Molar mass: 95.1 Da
Relative energy (zero: lowest compared OMol25 entry of this formula, charge and spin): 258.8 kJ/mol

This record from the OMol25 dataset describes an isolated ion of composition C6H9N2 and charge +1 at a distorted geometry. The level of theory is ωB97M-V/def2-TZVPD.

```
17
Properties=species:S:1:pos:R:3:forces:R:3:lowdin_charge:R:1
C 0.27755 2.78808 -1.27379 -0.8847 -1.2308 0.7430 0.25
C -0.21223 2.00210 -0.52958 0.7062 2.1269 -0.5863 -0.15
N -0.52510 1.25522 0.52740 0.4600 -4.1908 0.4295 -0.08
C -1.65581 0.28254 0.21078 2.3021 -0.7672 -0.0018 0.07
C 0.78643 0.39820 0.94113 -1.7614 4.1644 4.3457 0.03
C 1.25472 -0.43870 0.16359 -0.6657 5.0940 2.5884 -0.09
C 1.40548 -1.47663 -0.41773 1.0179 -13.1589 -5.1114 -0.12
N 0.69130 -2.75044 -0.11643 -1.1664 4.7500 2.2908 0.07
H 0.44072 3.33081 -2.11021 0.8157 1.6563 -1.9561 0.03
H -0.78667 1.69824 1.38683 -0.1975 1.1265 0.2950 0.18
H -1.38884 -0.51651 -0.48764 0.5818 0.4266 0.1454 0.12
H -1.87470 -0.12392 1.14693 -0.9259 -0.7606 1.3009 0.09
H -2.38149 0.84847 -0.22269 -2.4214 1.4469 -0.8656 0.08
H 1.02169 0.77126 1.98870 0.1487 -0.7789 -1.5793 0.16
H 2.13035 -1.84691 -1.18033 -0.2778 1.4979 0.3942 0.15
H -0.12106 -2.67179 0.62338 2.4790 -0.8679 -2.3469 0.15
H 0.93767 -3.55002 -0.65035 -0.2105 -0.5347 -0.0854 0.07
```
Positions in Å, forces in eV/Å.

Properties
E_LUMO: -3.399 eV
Gap between HOMO and LUMO: 9.73 eV
Molar mass: 109.2 Da
Total charge: +1
Relative energy (zero: lowest compared OMol25 entry of this formula, charge and spin): 724.5 kJ/mol
SMILES: C#C[N@@H+](C)C=C=CN

This record from the OMol25 dataset describes a 2-piece molecular cluster, C6H9N2O2 overall at a distorted geometry. The level of theory is ωB97M-V/def2-TZVPD.

```
19
Properties=species:S:1:pos:R:3:forces:R:3:lowdin_charge:R:1
C 0.08035 0.90649 2.72180 4.4620 0.5415 3.3076 -0.06
C -0.34108 -0.51822 3.23415 -0.6020 0.8212 -3.4793 -0.68
O 0.20943 -1.30970 4.00282 -0.3529 1.2304 -0.0982 -0.04
O -1.33683 -0.66922 2.43475 -0.9816 -1.9432 1.0932 -0.16
H 1.17425 1.16502 2.73205 -0.0720 -0.7152 0.7132 0.07
H -0.26776 1.68841 3.34371 -0.8475 0.7092 1.1356 0.04
H -0.06078 1.29800 1.78125 -1.4816 -0.2978 -2.5248 -0.01
C 1.04955 0.20691 -3.31245 0.2969 -2.5614 -1.9959 -0.09
C 0.38780 -0.24077 -2.08405 -2.8560 -1.3595 2.5066 -0.35
C -1.01538 -1.41047 -0.74510 1.0108 3.3569 -2.3595 -0.17
C 0.14287 0.46562 -0.94444 -3.3555 -2.7637 0.2093 -0.08
N -0.39122 -1.48693 -1.96010 0.1913 1.5473 2.2135 0.05
N -0.91558 -0.11620 -0.14513 2.6696 -3.2530 -2.7938 0.06
H -1.68239 -2.12846 -0.33856 -0.2533 -0.6161 0.1664 0.09
H 0.43275 -0.08910 -4.22626 0.6176 0.3217 1.1820 0.09
H 2.01108 -0.33489 -3.44453 -0.3390 0.3406 -0.0627 0.07
H -1.08535 -0.00757 0.88916 0.0617 -0.4239 -0.2628 0.07
H 0.36796 1.34150 -0.53277 1.7106 3.8020 0.7132 0.05
H 1.24033 1.23957 -3.40630 0.1210 1.2629 0.3365 0.05
```
Positions in Å, forces in eV/Å.

Properties
E_LUMO: 3.499 eV
Gap between HOMO and LUMO: 8.00 eV
Molar mass: 141.2 Da
Total charge: -1
Relative energy (zero: lowest compared OMol25 entry of this formula, charge and spin): 248.9 kJ/mol

This record from the OMol25 dataset describes a 2-piece molecular cluster, C6H9N2O2 overall at a distorted geometry. The level of theory is ωB97M-V/def2-TZVPD.

```
19
Properties=species:S:1:pos:R:3:forces:R:3:lowdin_charge:R:1
C -1.71577 2.19176 1.60013 -0.2383 0.0834 0.8008 -0.07
C -0.99185 1.84581 -1.88053 0.3207 -0.8944 -0.6417 -0.25
C -1.21741 1.86272 0.26358 0.9293 -1.4993 -1.9102 -0.37
C -0.24243 0.94258 -0.04620 -0.6964 0.6335 1.3683 -0.06
N -1.71615 2.36213 -0.93850 -0.0631 0.9936 0.9358 0.06
N -0.12142 0.89748 -1.40598 -0.2120 0.7714 1.4851 0.08
H -1.05952 2.10944 -2.92170 -0.0834 -0.1685 -0.1304 0.10
H 0.62980 0.34005 -1.74306 0.4216 -0.1804 -1.0503 0.13
H 0.32695 0.36017 0.66982 0.2357 -0.3656 -0.5708 0.09
H -2.80809 2.11813 1.57009 0.0712 0.7428 0.3097 0.07
H -1.27790 3.13332 1.95781 -0.7929 0.2505 -0.1629 0.07
H -1.40536 1.49084 2.37892 0.1763 -0.3643 -0.4090 0.07
C 1.56416 -3.48801 -0.00750 -0.2700 1.2976 -0.2212 -0.05
C 1.86895 -1.93247 0.19733 -0.8361 -1.3226 0.8819 -0.78
O 2.62645 -1.37937 -0.60671 0.4283 0.3724 -0.5918 -0.09
O 1.20145 -1.42836 1.13449 0.3204 0.1781 0.0351 -0.12
H 2.35269 -4.19845 0.22728 0.3307 0.2066 -0.1440 0.04
H 1.28357 -3.52477 -1.06319 0.0885 -0.5346 0.0028 0.05
H 0.70188 -3.70300 0.61392 -0.1302 -0.2002 0.0129 0.04
```
Positions in Å, forces in eV/Å.

Properties
E_LUMO: 3.843 eV
Gap between HOMO and LUMO: 8.29 eV
Molar mass: 141.2 Da
Total charge: -1
Relative energy (zero: lowest compared OMol25 entry of this formula, charge and spin): 87.5 kJ/mol

This record from the OMol25 dataset describes a 2-piece molecular cluster, C6H9N2O2 overall at a distorted geometry. The level of theory is ωB97M-V/def2-TZVPD.

```
19
Properties=species:S:1:pos:R:3:forces:R:3:lowdin_charge:R:1
C 1.46043 -1.14514 -3.31298 3.0008 2.1211 -0.3359 -0.05
C -0.71830 -2.26170 -0.63800 1.2619 0.8814 -2.1345 -0.05
C 0.46949 -0.37571 -0.99837 -2.2717 -5.1722 1.0597 0.17
C 0.70795 -1.42252 -2.06608 -3.1136 0.4716 -0.4298 -0.24
N -0.40813 -1.04723 -0.13369 1.5034 1.0498 -0.7742 0.11
N -0.14894 -2.48602 -1.87106 1.6714 1.7712 1.2357 0.12
H -0.61631 -0.61353 0.81974 -0.2783 0.8225 -0.0211 0.12
H -1.37475 -2.97802 -0.19462 -0.2577 -0.0707 0.4145 0.13
H 0.77986 0.56983 -0.69375 0.7177 1.6507 0.0660 0.12
H 2.56687 -1.35465 -2.98712 -1.5707 0.5642 -0.7120 0.13
H 1.46685 -0.00285 -3.69595 -0.1804 -2.4140 1.5081 0.14
H 1.35387 -1.68748 -4.25422 -0.7217 -0.6221 0.7070 0.07
C -0.83906 2.36559 3.44010 -0.1354 0.4143 2.1541 -0.05
C -0.83313 1.80031 2.01844 0.4603 5.0836 -3.0706 -0.74
O -0.66965 0.60401 1.98394 0.3042 -5.0497 -0.1929 -0.07
O -0.82748 2.53581 0.92898 -0.2981 -1.2934 3.1057 -0.13
H 0.04270 2.98659 3.70227 -0.2237 -0.2291 -0.7980 0.07
H -0.72235 1.48557 4.15099 -0.5317 1.0310 -0.8636 0.08
H -1.68991 3.02714 3.80137 0.6633 -1.0103 -0.9181 0.08
```
Positions in Å, forces in eV/Å.

Properties
E_LUMO (spin up / spin down): -0.263 / -4.031 eV
⟨S²⟩: 0.767
Gap between HOMO and LUMO (spin up / spin down): 7.49 / 3.59 eV
Molar mass: 141.2 Da
Spin multiplicity: 2
Relative energy (zero: lowest compared OMol25 entry of this formula, charge and spin): 208.3 kJ/mol

This record from the OMol25 dataset describes an isolated ion of composition C6H9N2O2 and charge +1 at a distorted geometry. The level of theory is ωB97M-V/def2-TZVPD.

```
19
Properties=species:S:1:pos:R:3:forces:R:3:lowdin_charge:R:1
C -2.76407 0.81153 -0.28155 -3.0955 0.9359 0.0367 -0.29
C -1.16738 -1.14678 0.10985 -1.7822 0.4415 -0.1973 -0.33
C 2.45725 0.10989 0.39324 -2.1004 2.5341 -0.5589 -0.08
C 1.04816 -0.00382 1.02665 -0.9089 -0.8319 1.9993 -0.06
C 2.19543 -0.28939 -1.08078 1.8415 -1.2201 -0.4174 -0.04
C 0.17921 -0.44354 -0.09502 0.0957 -1.5018 1.3942 -0.09
N -2.37681 -0.46419 0.03500 1.7031 -1.2572 0.2948 0.12
N -2.08722 1.84834 -0.18757 1.9050 -0.8637 -0.0775 0.15
O -1.07811 -2.32533 0.35289 0.4841 0.8335 -0.0908 0.18
O 0.77141 -0.58365 -1.18746 -1.1699 -0.8129 0.4343 0.14
H -3.90968 0.62847 -0.43447 1.6463 1.5358 -0.3236 0.17
H 2.69026 1.19861 0.60880 0.6811 -1.4813 -0.8249 0.16
H 3.10273 -0.59629 0.81633 1.1240 -0.5495 0.8091 0.10
H 1.04357 -0.63787 2.02874 -0.3623 0.6493 -2.3796 0.20
H 0.51211 0.89681 1.41734 0.8049 0.0330 -0.4545 0.15
H 2.19097 0.42165 -1.87371 1.2456 0.9595 -0.2705 0.13
H 2.82749 -1.23431 -1.40111 -1.6750 1.8186 0.5813 0.19
H -3.23795 -0.94827 0.20831 0.4270 -1.4366 0.1956 0.15
H -2.39735 2.75812 -0.45551 -0.8642 0.2138 -0.1504 0.07
```
Positions in Å, forces in eV/Å.

Properties
E_LUMO: -5.170 eV
Gap between HOMO and LUMO: 8.91 eV
Molar mass: 141.2 Da
Total charge: +1
Relative energy (zero: lowest compared OMol25 entry of this formula, charge and spin): 303.6 kJ/mol

This record from the OMol25 dataset describes an isolated ion of composition C6H9N2O3S2 and charge +1 at a distorted geometry. The level of theory is ωB97M-V/def2-TZVPD.

```
22
Properties=species:S:1:pos:R:3:forces:R:3:lowdin_charge:R:1
C -0.83891 -1.47185 0.20183 -0.0691 -0.1905 1.0182 -0.17
C 0.09762 0.52001 -0.07441 -0.1510 0.5245 -0.8546 -0.77
C 1.87431 -0.27280 1.36483 -0.2477 -0.0934 2.4955 -0.42
C -1.96681 1.32034 -1.72520 -0.4946 -0.0967 -0.0623 -0.50
C 2.76833 0.01518 2.56766 -1.6666 3.3019 -3.0487 0.08
C -3.11751 1.93136 -1.97400 -0.0496 1.9850 2.2993 -0.01
N -0.99110 -0.25463 0.39694 -0.5389 -0.3212 0.8154 0.11
N 1.11016 0.73107 0.94074 -2.0796 1.3692 -1.5833 0.16
O 1.67636 -1.45666 1.01778 0.5826 0.9813 -0.1340 -0.08
O -0.36968 -2.32062 -1.92792 -0.1015 1.0374 -0.3373 -0.26
O 0.82066 -0.26120 -1.06834 -0.0608 -1.4470 -0.9823 -0.27
S -0.57989 2.00974 -0.90409 0.9110 0.8069 0.8091 1.03
S 0.64823 -1.80865 -0.74002 -0.5560 -1.2989 -1.1855 1.21
H -1.71775 0.35691 -2.06622 -0.0385 -1.0990 -0.9067 0.04
H 2.96302 -0.93811 2.85623 0.9282 -2.3178 1.9997 0.06
H 2.13409 0.72742 3.14847 0.9399 -0.9719 0.3909 0.12
H 3.63587 0.55772 2.17353 0.0868 -0.2070 0.4446 0.11
H -3.98773 1.61292 -2.51316 0.2385 -0.7449 -0.4948 0.07
H -1.52855 -2.26202 0.49579 0.2363 0.0639 -0.0896 0.14
H -3.35162 2.87396 -1.39158 0.5833 -0.8523 -0.9846 0.09
H -0.20373 -3.24112 -2.13305 0.4557 -0.4815 -0.3923 0.08
H 0.92464 1.63103 1.35420 1.0916 0.0521 0.7835 0.16
```
Positions in Å, forces in eV/Å.

Properties
E_LUMO: -4.038 eV
Gap between HOMO and LUMO: 8.51 eV
Molar mass: 221.3 Da
Total charge: +1
Relative energy (zero: lowest compared OMol25 entry of this formula, charge and spin): 58.9 kJ/mol

This record from the OMol25 dataset describes C6H9N2O5S2Zr as an isolated structure at a distorted geometry. The level of theory is ωB97M-V/def2-TZVPD.

```
25
Properties=species:S:1:pos:R:3:forces:R:3:lowdin_charge:R:1
O 0.46776 -3.53308 0.62001 -0.5522 -0.5540 -1.0049 -0.30
S -0.60477 -2.76269 1.23322 0.3033 0.3936 1.5025 0.41
O -0.38493 -1.43350 1.66239 0.2493 0.1062 -0.3853 -0.19
O -1.36549 -3.63109 2.12783 -0.8848 -1.0784 -1.2040 -0.31
O -1.70861 -2.70582 -0.06565 0.2229 0.6747 -0.1357 -0.49
C -1.77240 -1.42030 -0.80022 -0.4905 -0.0691 -0.8937 -0.14
C -0.62411 -1.19998 -1.77565 -0.0113 0.4828 0.7921 -0.13
C 0.65640 -0.55108 -1.21130 0.2930 0.1464 -0.7335 -0.22
C 0.40552 0.79801 -0.53333 0.1312 -1.2015 1.4670 -0.33
S 1.80144 1.94643 -0.82950 -0.6265 0.8435 -0.9925 1.40
C 1.61644 3.12707 0.30016 0.1721 -0.4362 0.3520 -0.51
N 1.46612 4.50256 0.10339 0.8395 0.0946 0.0334 0.19
N 1.28155 5.02933 1.24736 -0.2754 0.1554 -0.1080 0.21
C 1.35464 4.02559 2.19634 0.0268 -0.2382 -0.0886 0.11
O 1.51698 2.85681 1.65304 -0.7795 0.1184 0.0432 0.15
H -1.89772 -0.62203 -0.07681 0.0643 -0.1476 0.3274 0.13
H -2.69858 -1.47120 -1.36503 -0.1276 -0.2482 0.0534 0.15
H -0.35280 -2.13304 -2.26536 -0.0093 -0.0192 -0.1647 0.13
H -1.03826 -0.52164 -2.52193 0.0351 -0.1104 -0.2590 0.14
H 1.20909 -1.21278 -0.55134 -0.0252 0.0034 0.1783 0.11
H 1.30146 -0.38578 -2.07793 0.0532 -0.1174 -0.0864 0.12
H -0.47706 1.35218 -0.87598 0.2726 0.3337 -0.3726 0.13
H 0.27757 0.64943 0.54331 -0.0348 0.0820 0.0608 0.09
H 1.25527 4.12476 3.27324 0.1579 0.0950 0.0881 0.20
Zr -1.68552 -4.82815 -0.01026 0.9959 0.6903 1.5309 1.93
```
Positions in Å, forces in eV/Å.

Properties
E_LUMO: -15.952 eV
Gap between HOMO and LUMO: 1.77 eV
Molar mass: 344.5 Da
Total charge: +3

This record from the OMol25 dataset describes an isolated ion of composition C6H9N2OS2 and charge +1 at a distorted geometry. The level of theory is ωB97M-V/def2-TZVPD.

```
20
Properties=species:S:1:pos:R:3:forces:R:3:lowdin_charge:R:1
C 0.64364 2.49529 -0.16709 -0.3767 0.1647 -1.4980 -0.59
C 0.89122 1.88989 1.12673 -0.1154 -2.7656 1.4887 -0.08
C 0.08111 -0.13042 -0.59052 0.0806 -0.0298 0.3542 -0.88
C -0.86508 -1.52394 2.17953 0.1567 0.0599 -0.0773 -0.06
C -0.64372 -1.01860 -3.12963 0.0467 0.1774 0.1786 -0.38
C 0.49763 -1.09540 1.63923 -0.1174 -0.6920 0.3552 -0.24
N 0.87048 3.72638 -0.19593 0.2108 0.1473 0.6607 0.21
N 0.38708 -0.08131 0.64208 0.4674 2.9652 -0.2873 -0.07
O 1.22475 1.99187 2.21181 -0.1606 0.1963 -0.6987 0.32
S 0.08378 1.41976 -1.46540 -0.0042 0.2042 -0.1736 1.07
S -0.31351 -1.58490 -1.44385 0.0215 -0.0448 0.1228 0.97
H -0.71691 -2.27988 2.94436 -0.0256 -0.0733 0.0799 0.09
H -1.38754 -0.68104 2.62377 -0.0646 0.0603 0.0337 0.08
H -1.48137 -1.94974 1.39131 -0.0701 -0.0249 -0.0294 0.07
H 0.21711 -0.49202 -3.53123 0.0216 -0.0490 -0.1014 0.04
H -1.53513 -0.39897 -3.14623 -0.0560 -0.0077 -0.0892 0.05
H -0.81738 -1.92447 -3.70520 0.0054 -0.0139 0.0171 0.05
H 1.02379 -1.96001 1.21797 0.0911 0.0987 0.0988 0.13
H 1.10002 -0.66415 2.44453 0.0388 -0.1705 -0.0760 0.12
H 0.74002 4.26166 -1.04621 -0.1499 -0.2027 -0.3588 0.10
```
Positions in Å, forces in eV/Å.

Properties
E_LUMO: -5.589 eV
Gap between HOMO and LUMO: 8.01 eV
Molar mass: 189.3 Da
Total charge: +1
Relative energy (zero: lowest compared OMol25 entry of this formula, charge and spin): 109.0 kJ/mol

- Which value of molar mass does entry 9 give?
  344.5 Da